Formula: C2H9NSi
Source: the OMol25 dataset
Level of theory: wB97M-V/def2-TZVPD

Last column: natural (NBO) charge in e.
Positions of all 13 atoms, in Å:
C (1.8512, -1.3235, -0.3051)  -0.407
C (-2.9925, 0.5119, -0.0925)  -0.862
N (1.9250, -0.0497, 0.3621)  -1.044
Si (1.1277, 1.4440, -0.0989)  0.783
H (1.2859, -1.4512, -1.3071)  0.201
H (2.8240, -1.6032, -0.4444)  0.189
H (1.4730, -2.0601, 0.3049)  0.186
H (-2.9640, 0.2751, -1.1603)  0.214
H (-3.4629, -0.3549, 0.4649)  0.215
H (-3.6512, 1.4430, 0.0688)  0.214
H (2.7228, 0.1384, 0.9324)  0.397
H (-1.9194, 0.7912, 0.2161)  0.215
H (1.7804, 2.2391, 1.0590)  -0.301

Calculated values
LUMO energy: 0.196 eV
multiplicity: 1
orbital gap: 8.6 eV
E_tot: -11585.9299 eV
energy above the lowest of the compared OMol25 structures with the same formula, charge and spin: 240.4 kJ/mol
HOMO level: -8.427 eV


Formula: C5H16NO2
Source: the OMol25 dataset
Level of theory: wB97M-V/def2-TZVPD

Last column: natural (NBO) charge in e.
Positions of all 24 atoms, in Å:
C (0.9436, -0.5721, -0.1914)  -0.218
C (0.2630, 0.0203, -1.3957)  -0.419
C (-1.2794, 0.1208, -1.3517)  -0.434
C (-2.8469, -1.7948, -1.7397)  -0.344
C (-1.9344, -1.1895, -0.9929)  -0.223
N (0.5836, 0.2613, 1.0332)  -0.734
H (0.5259, -1.5745, -0.0705)  0.225
H (2.0336, -0.6525, -0.1836)  0.234
H (0.5615, -0.6094, -2.2515)  0.244
H (0.7104, 1.0039, -1.5667)  0.206
H (-1.4513, 0.8158, -0.5169)  0.190
H (-1.7278, 0.4422, -2.3129)  0.248
H (-3.2969, -1.2261, -2.5759)  0.195
H (-3.3287, -2.7474, -1.5779)  0.219
H (-1.6926, -1.6619, -0.0472)  0.180
H (0.7865, 1.2237, 0.7140)  0.467
H (1.0188, -0.0549, 1.9392)  0.472
H (-0.3943, 0.1543, 1.3018)  0.420
H (1.5965, 3.2668, -0.3131)  0.495
H (1.1022, 3.7604, 1.0033)  0.503
O (1.0675, 2.9777, 0.4422)  -0.965
H (2.8110, -0.1088, 3.5050)  0.500
H (1.9023, -1.2427, 3.9296)  0.505
O (2.0456, -0.6128, 3.2194)  -0.964

Calculated values
LUMO energy: -2.906 eV
total charge: +1
multiplicity: 1
orbital gap: 9.9 eV
E_tot: -11023.1158 eV
energy above the lowest of the compared OMol25 structures with the same formula, charge and spin: 73.8 kJ/mol
HOMO level: -12.776 eV


Formula: C4H8N2O5S
Source: the OMol25 dataset
Level of theory: wB97M-V/def2-TZVPD

Last column: natural (NBO) charge in e.
Positions of all 20 atoms, in Å:
C (-0.2893, 0.8937, -0.2946)  0.542
C (0.9517, -0.5103, -0.5178)  -0.337
C (-0.9008, 1.0814, -1.7221)  -0.638
C (-1.0216, 0.0781, 1.9062)  -0.424
N (1.0541, -1.7782, -0.3992)  0.395
N (-1.2911, 0.7984, 0.6933)  -0.617
O (2.3846, 0.5230, 1.4081)  -0.897
O (-0.2702, -2.3483, -0.3709)  -0.613
O (1.9684, -2.5401, -0.4270)  -0.391
O (0.7826, 1.7327, -0.0337)  -0.701
O (3.0347, 1.0370, -0.9215)  -0.879
S (2.0557, 0.7228, 0.0217)  2.367
H (-1.3023, 2.0966, -1.5318)  0.232
H (-1.5245, 0.2126, -1.7862)  0.220
H (-0.1742, 1.1134, -2.4303)  0.227
H (-0.0366, 0.3861, 2.3796)  0.233
H (-1.8734, 0.4482, 2.5531)  0.206
H (-1.1000, -0.9410, 1.7977)  0.194
H (-2.1197, 0.3349, 0.2167)  0.377
H (-0.3281, -3.3411, -0.5412)  0.503

Calculated values
LUMO energy: 0.160 eV
multiplicity: 1
orbital gap: 9.9 eV
E_tot: -28323.9475 eV
energy above the lowest of the compared OMol25 structures with the same formula, charge and spin: 496.8 kJ/mol
HOMO level: -9.699 eV


Q: Which value of energy above the lowest of the compared OMol25 structures with the same formula, charge and spin does entry 3 give?
A: 496.8 kJ/mol